Molecular formula: C14H30ClIrO2P2Si
Method: DFT, the ωB97M-V functional and the def2-TZVPD basis

Geometry as XYZ:
```
51
C14H30ClIrO2P2Si (the ωB97M-V functional and the def2-TZVPD basis)
C 2.48 -1.76 -4.17
C 1.24 -0.96 -3.65
H 2.53 -1.87 -5.27
H 2.46 -2.80 -3.79
H 3.41 -1.23 -3.91
O 0.46 -0.53 -4.48
Cl 2.29 -1.47 -0.08
Ir 0.63 -0.48 -1.51
P -0.87 -2.22 -0.73
C -2.67 -2.01 -0.71
C -0.55 -3.59 -1.90
H -1.36 -4.32 -1.82
H -1.15 -3.58 1.27
H 0.41 -4.06 -1.64
H 0.57 -3.26 0.89
H -3.00 -1.45 -1.60
H -0.50 -3.20 -2.93
C -0.43 -2.83 0.92
H -3.16 -3.00 -0.71
H -0.42 -1.97 1.59
H -2.97 -1.46 0.18
P 1.60 1.67 -0.94
C 0.60 3.20 -0.91
C 2.45 1.64 0.65
H 3.66 1.18 -2.05
H 3.24 2.93 -2.15
H 2.41 1.75 -3.22
C 2.85 1.91 -2.23
H 3.26 0.91 0.61
H 2.84 2.64 0.90
H 1.29 4.06 -0.91
H -0.02 3.22 -0.01
H 1.73 1.32 1.41
H -0.04 3.25 -1.80
C -0.89 0.45 -2.05
O -1.86 1.06 -2.25
C -1.09 -0.21 4.39
Si -1.34 1.02 3.02
C -3.19 1.24 2.78
C -0.67 2.67 3.58
C -0.51 0.47 1.46
C -0.25 0.12 0.28
H -1.50 0.20 5.32
H -0.03 -0.42 4.56
H -1.59 -1.16 4.20
H -3.57 1.90 3.57
H -3.44 1.70 1.82
H -3.73 0.29 2.85
H 0.37 2.59 3.92
H -0.72 3.43 2.80
H -1.27 3.02 4.43
```

Computed properties:
Multiplicity = 5
Net charge = +2
Kohn-Sham gap (spin up / spin down) = 5.71 / 5.57 eV
HOMO energy (spin up / spin down) = -12.041 / -16.142 eV
E_LUMO (spin up / spin down) = -0.233 / -0.389 Ha
Energy relative to the best compared isomer or geometry (same formula, charge and spin) = 12.2 kcal per mole
Calculated total energy = -2237.8978 Ha
Max |F| = 4.45 eV/A

These are the Mulliken partial charges, in e, on atoms 1 to 5: -1.14, 0.39, 0.43, 0.27, 0.28

***

Molecular formula: C14H30F3GaN
Method: DFT, the ωB97M-V functional and the def2-TZVPD basis

Geometry as XYZ:
```
49
C14H30F3GaN (the ωB97M-V functional and the def2-TZVPD basis)
C -1.12 1.72 -2.77
C -1.95 0.28 -2.64
C -0.88 -0.97 -2.51
C -1.56 -2.46 -2.57
C -2.92 -2.64 -1.66
C -2.66 -3.19 -0.13
C -3.12 -2.03 0.99
C -1.77 -1.15 1.30
C -2.03 0.22 2.17
C -0.64 1.14 1.98
C 0.57 0.36 2.78
Ga 2.17 0.19 1.43
N 3.55 -1.05 2.09
C 2.95 2.13 1.25
C 4.46 2.17 0.60
C 4.56 3.60 -0.24
F 3.58 3.68 -1.35
F 4.32 4.68 0.78
F 5.92 3.76 -0.81
H -1.02 1.96 -3.92
H -0.06 1.52 -2.30
H -1.69 2.60 -2.21
H -2.76 0.14 -3.49
H -2.51 0.34 -1.59
H -0.14 -0.82 -1.59
H -0.18 -0.89 -3.48
H -0.75 -3.21 -2.12
H -1.74 -2.82 -3.69
H -3.62 -1.70 -1.62
H -3.56 -3.50 -2.20
H -3.29 -4.17 0.04
H -1.54 -3.45 0.10
H -3.51 -2.56 1.99
H -4.03 -1.38 0.60
H -1.34 -0.81 0.25
H -0.97 -1.88 1.77
H -2.15 -0.05 3.30
H -2.93 0.83 1.71
H -0.39 1.16 0.83
H -0.79 2.25 2.32
H 0.28 -0.72 3.15
H 0.85 0.98 3.74
H 1.58 -0.32 0.03
H 4.51 -0.68 1.84
H 3.46 -1.96 1.55
H 2.90 2.63 2.32
H 2.16 2.72 0.57
H 4.61 1.25 -0.10
H 5.23 2.12 1.49
```

Computed properties:
Net charge = -1
Kohn-Sham gap = 7.60 eV
HOMO energy = -4.492 eV
E_LUMO = 0.114 Ha
Calculated total energy = -2830.3661 Ha
Max |F| = 4.79 eV/A

These are the Mulliken partial charges, in e, on atoms 1 to 5: -0.96, -0.08, 0.03, -0.74, -0.50

***

Molecular formula: C14H30NO4
Method: DFT, the ωB97M-V functional and the def2-TZVPD basis

Geometry as XYZ:
```
49
C14H30NO4 (the ωB97M-V functional and the def2-TZVPD basis)
C 1.86 -2.47 2.82
C 0.51 -1.83 2.42
C 0.11 -2.04 0.96
O 0.34 -0.86 0.18
C 1.39 -0.92 -0.72
C 1.03 -1.53 -2.08
N 2.31 -1.27 -2.88
C 3.06 -0.14 -2.16
C 2.02 0.41 -1.18
C 2.62 1.37 -0.14
O 1.81 1.54 0.98
C 0.88 2.59 0.84
C -0.31 2.38 1.75
O -1.41 1.90 1.00
C -2.31 1.13 1.77
C -3.48 0.70 0.89
O -3.06 -0.13 -0.18
C -2.95 0.55 -1.42
C -4.26 0.54 -2.21
H 1.85 -2.79 3.87
H 2.07 -3.37 2.22
H 2.69 -1.78 2.71
H -0.29 -2.22 3.07
H 0.56 -0.75 2.60
H -0.96 -2.28 0.85
H 0.67 -2.88 0.53
H 2.23 -1.54 -0.34
H 0.79 -2.60 -2.07
H 0.22 -0.97 -2.56
H 2.08 -0.98 -3.83
H 2.86 -2.12 -2.94
H 3.41 0.58 -2.90
H 3.92 -0.59 -1.66
H 1.29 0.95 -1.81
H 2.82 2.34 -0.63
H 3.59 0.99 0.21
H 1.38 3.54 1.09
H 0.51 2.67 -0.19
H -0.58 3.33 2.24
H -0.04 1.66 2.54
H -2.72 1.73 2.60
H -1.80 0.25 2.19
H -4.01 1.58 0.52
H -4.18 0.12 1.51
H -2.17 0.03 -1.99
H -2.60 1.58 -1.26
H -4.11 0.96 -3.21
H -5.03 1.13 -1.71
H -4.63 -0.49 -2.32
```

Computed properties:
SMILES string = CCCO[C@H]1C[NH2+]C[C@@H]1COCCOCCOCC
Net charge = +1
Kohn-Sham gap = 8.51 eV
HOMO energy = -11.792 eV
E_LUMO = -0.121 Ha
Calculated total energy = -906.8399 Ha
Max |F| = 0.74 eV/A

These are the Mulliken partial charges, in e, on atoms 1 to 5: -1.29, 0.04, -0.67, -0.19, -0.02

***

Copy entry 1 word for word.
Molecular formula: C14H30ClIrO2P2Si
Method: DFT, the ωB97M-V functional and the def2-TZVPD basis

Geometry as XYZ:
```
51
C14H30ClIrO2P2Si (the ωB97M-V functional and the def2-TZVPD basis)
C 2.48 -1.76 -4.17
C 1.24 -0.96 -3.65
H 2.53 -1.87 -5.27
H 2.46 -2.80 -3.79
H 3.41 -1.23 -3.91
O 0.46 -0.53 -4.48
Cl 2.29 -1.47 -0.08
Ir 0.63 -0.48 -1.51
P -0.87 -2.22 -0.73
C -2.67 -2.01 -0.71
C -0.55 -3.59 -1.90
H -1.36 -4.32 -1.82
H -1.15 -3.58 1.27
H 0.41 -4.06 -1.64
H 0.57 -3.26 0.89
H -3.00 -1.45 -1.60
H -0.50 -3.20 -2.93
C -0.43 -2.83 0.92
H -3.16 -3.00 -0.71
H -0.42 -1.97 1.59
H -2.97 -1.46 0.18
P 1.60 1.67 -0.94
C 0.60 3.20 -0.91
C 2.45 1.64 0.65
H 3.66 1.18 -2.05
H 3.24 2.93 -2.15
H 2.41 1.75 -3.22
C 2.85 1.91 -2.23
H 3.26 0.91 0.61
H 2.84 2.64 0.90
H 1.29 4.06 -0.91
H -0.02 3.22 -0.01
H 1.73 1.32 1.41
H -0.04 3.25 -1.80
C -0.89 0.45 -2.05
O -1.86 1.06 -2.25
C -1.09 -0.21 4.39
Si -1.34 1.02 3.02
C -3.19 1.24 2.78
C -0.67 2.67 3.58
C -0.51 0.47 1.46
C -0.25 0.12 0.28
H -1.50 0.20 5.32
H -0.03 -0.42 4.56
H -1.59 -1.16 4.20
H -3.57 1.90 3.57
H -3.44 1.70 1.82
H -3.73 0.29 2.85
H 0.37 2.59 3.92
H -0.72 3.43 2.80
H -1.27 3.02 4.43
```

Computed properties:
Multiplicity = 5
Net charge = +2
Kohn-Sham gap (spin up / spin down) = 5.71 / 5.57 eV
HOMO energy (spin up / spin down) = -12.041 / -16.142 eV
E_LUMO (spin up / spin down) = -0.233 / -0.389 Ha
Energy relative to the best compared isomer or geometry (same formula, charge and spin) = 12.2 kcal per mole
Calculated total energy = -2237.8978 Ha
Max |F| = 4.45 eV/A

These are the Mulliken partial charges, in e, on atoms 1 to 5: -1.14, 0.39, 0.43, 0.27, 0.28